# 1
C25H53N2O10 | wB97M-V/def2-TZVPD

Structure (XYZ):
```
90
Properties=species:S:1:pos:R:3
O 0.65144 -7.22282 -0.89168
O 1.93498 -1.30645 -3.04530
O -7.70432 3.99012 4.94405
O -5.63468 2.07158 4.08382
O -1.66596 -7.51524 -2.69360
O -0.32267 0.43074 0.65537
O 1.35991 7.37716 -0.66453
O 0.94426 4.55690 -1.41721
O -2.92515 1.79899 0.34486
O 2.72436 -2.21073 -1.17011
N 6.46001 -2.73439 -0.21044
N 7.54858 -1.98970 -0.39736
C 0.97048 6.34473 0.22465
C -7.05865 3.99506 3.68148
C 1.52802 5.00672 -0.20229
C -1.32893 -6.29996 -3.33419
C -0.11919 -6.39235 -0.04157
C 4.51218 -3.83487 -1.05534
C -6.87013 4.41707 6.00501
C 2.50293 -1.16668 -2.01549
C -0.89624 0.84914 -0.57853
C -1.75695 2.07684 -0.40733
C 7.89484 -1.46314 -1.55060
C 3.04020 0.16634 -1.56227
C -2.85456 2.25170 1.68693
C -6.11462 1.12808 5.02549
C 6.01587 -2.45318 -2.55869
C 0.33111 7.77115 -1.55644
C -0.97800 -0.69439 1.21490
C 3.31008 0.31928 -0.05937
C -0.58368 -8.42709 -2.60060
C 5.72252 -2.96475 -1.27390
C 3.26923 -3.37845 -1.78074
C 0.00587 -8.45009 -1.20953
C -6.66009 2.60155 3.25429
C 1.78902 4.72946 -2.53910
C 7.13359 -1.66430 -2.69557
H 8.79819 -0.87362 -1.58246
H -7.77056 4.39650 2.95350
H -7.39965 4.22581 6.93646
H 2.16620 5.75245 -2.60603
H -6.18306 4.65124 3.69638
H 7.40944 -1.22577 -3.63868
H 8.12207 -1.83844 0.42406
H -0.58389 -0.83966 2.21948
H -2.05718 -0.53956 1.27765
H 5.39711 -2.67322 -3.41138
H -2.08057 2.41829 -1.39544
H 2.53313 -4.17539 -1.70485
H 3.40300 -3.20428 -2.84550
H 1.20246 4.51182 -3.43011
H -6.26352 2.64550 2.23424
H -6.41498 0.20162 4.52456
H 4.28652 -3.84859 0.00668
H -0.45819 8.30782 -1.02048
H -6.95825 1.52316 5.59595
H -5.29955 0.90445 5.71194
H -3.71727 1.85614 2.22058
H 0.37895 -5.42405 0.00981
H -0.10263 6.91309 -2.07611
H 3.42733 -0.63023 0.45244
H -0.43797 -5.84461 -2.89219
H -2.16934 -5.61945 -3.21178
H 0.18952 -8.18745 -3.33707
H -0.77323 -1.59376 0.62262
H 4.76468 -4.85499 -1.34078
H 2.63473 4.03185 -2.49718
H -0.77079 -8.67780 -0.47470
H 1.29040 4.26365 0.56711
H -5.92290 3.87163 6.01772
H 1.37259 6.59486 1.21152
H 0.76291 -9.23851 -1.15794
H -0.16876 -6.81294 0.96802
H -0.97535 -9.42191 -2.83292
H 4.23793 0.86714 0.07713
H -1.17648 2.88173 0.05323
H 2.47918 0.84214 0.39983
H -1.16138 -6.46107 -4.40452
H -1.13115 -6.24441 -0.42507
H 2.61694 5.06295 -0.29489
H 0.77258 8.44228 -2.29054
H -0.11920 6.29210 0.30657
H -7.53235 1.94220 3.24977
H 2.31503 0.90888 -1.87537
H -2.89412 3.34601 1.72300
H -0.06924 1.09639 -1.25384
H -6.66970 5.49122 5.92962
H -1.94482 1.90317 2.18303
H -1.47228 0.03744 -1.03168
H 3.94179 0.33213 -2.15047
```

Summary:
Largest force on an atom, eV/Å: 1.340
HOMO level, eV: -10.2956
Total charge: +1
Orbital gap, eV: 4.953



# 2
C25H54BBr8F3O4Si3 | wB97M-V/def2-TZVPD

Structure (XYZ):
```
98
Properties=species:S:1:pos:R:3
Br -6.45169 1.93618 -6.64177
Br -7.59095 0.16942 -3.60658
Br 3.91118 -9.73361 -1.15191
Br 6.78295 -7.44008 -1.46749
Br -8.01331 4.09216 -1.49117
Br 2.13764 2.38309 5.45080
Br -0.50268 4.72229 6.29061
Br -6.42867 6.00363 1.24019
Si 4.51918 0.38282 -0.23565
Si 2.43466 2.31549 0.33577
Si 3.29455 -4.51162 -0.34785
F -0.79630 2.09282 5.65499
F -1.62453 3.47683 4.03376
F 1.16579 4.57323 3.91708
O 6.03795 3.00959 -0.02321
O 6.75801 1.48881 -1.77709
O 3.64819 -2.83125 -0.22331
O 2.86744 0.84599 -0.45477
C 6.49574 -8.91655 -0.22952
C -8.07882 6.35438 0.26456
C -1.62681 2.19442 0.21645
C 3.23332 -5.15824 -2.15390
C 5.81404 -10.07589 -0.90963
C 4.94340 -2.49099 -0.76562
C -6.67603 0.19472 0.64953
C -0.58707 3.25897 4.92649
C -5.53840 2.28989 -0.31333
C 0.85110 3.21291 4.21322
C 4.43359 -5.63849 0.68913
C 0.81482 2.91687 -0.53266
C 0.77238 2.49021 2.77946
C -4.13138 1.59004 0.00405
C -8.04700 1.94659 -4.26245
C 6.55354 -0.49831 1.62321
C 4.94785 -0.29516 1.49333
C 2.22930 2.17021 2.23087
C -8.19102 1.95705 -5.76284
C 4.81642 -1.07764 -1.47630
C -2.90295 2.28838 -0.76427
C -6.64177 1.80003 0.75373
C -8.82795 5.07788 -0.02104
C 1.51606 -4.73304 0.37945
C -0.28934 1.72481 -0.51048
B 5.84210 1.75187 -0.68968
H 4.55241 -5.27208 1.76491
H 7.03366 -0.66176 0.60158
H 5.72568 -0.91484 -2.12516
H 7.61747 1.83166 -1.45043
H -9.84363 5.29520 -0.35314
H -8.66219 7.00402 0.91758
H -3.94222 1.69675 1.11257
H 5.46383 -5.79008 0.24780
H 1.06350 -5.69974 0.01738
H -1.81699 1.46246 1.06908
H -5.81386 1.95390 -1.36743
H -0.50219 1.46515 -1.59493
H 0.39210 3.82880 -0.00611
H -7.80531 6.90264 -0.63517
H 4.66701 0.38354 2.35790
H 6.05754 2.88172 0.94375
H -5.42233 3.42017 -0.24919
H 0.15730 0.78123 -0.04994
H 3.50531 -4.28512 -2.82774
H 3.95880 -6.67081 0.78356
H 5.79372 -2.57923 -0.02875
H 2.93016 2.92881 2.71936
H 2.54571 1.15886 2.63038
H -8.66629 2.87993 -6.09635
H -3.19925 3.38666 -0.85365
H -6.25852 2.08587 1.78919
H 3.40430 3.41384 0.10889
H 0.16143 1.54508 2.94299
H 5.17044 -3.24816 -1.59694
H 0.18421 3.21486 2.13365
H 2.18173 -5.51946 -2.35119
H 3.92671 -1.14120 -2.18976
H -1.52959 3.21227 0.71829
H 5.93091 -8.51913 0.61266
H -8.75099 1.10618 -6.14673
H -7.63026 -0.24304 1.08909
H -5.77798 -0.25025 1.18945
H 1.09574 3.19307 -1.59311
H 4.00369 -5.99448 -2.23278
H 5.86531 -10.96976 -0.28723
H -4.11606 0.49653 -0.27516
H -7.64213 2.26934 0.52441
H 7.49230 -9.20097 0.10922
H 1.59782 -4.65015 1.50202
H -8.99578 2.19051 -3.78385
H -8.86684 4.40139 0.83173
H 6.79700 -1.44342 2.21083
H 7.00979 0.37712 2.16865
H 0.92101 -3.84905 -0.01093
H -7.27748 2.62595 -3.89938
H -2.70526 1.85048 -1.78326
H 4.50337 -1.31721 1.71161
H -6.58390 -0.03537 -0.46163
H 6.22458 -10.29940 -1.89277
```

Summary:
Largest force on an atom, eV/Å: 3.327
HOMO level, eV: -9.5661
Total charge: 0
Orbital gap, eV: 9.858
Energy relative to the best compared isomer or geometry (same formula, charge and spin), kJ/mol: 350.4



# 3
C25H54BF9N7O9P4S2 | wB97M-V/def2-TZVPD

Structure (XYZ):
```
111
Properties=species:S:1:pos:R:3
S 4.72716 -3.42385 2.67763
S 4.26562 -1.46701 -3.16094
P 4.69656 2.09060 0.56240
P 4.38490 -0.11349 -1.75034
P 4.63908 -1.44909 2.65855
P 1.65532 -1.68297 2.89341
F -5.22424 -0.79775 0.05152
F -4.98967 1.33129 0.68516
F -3.10655 -1.82889 -1.54933
F -3.83972 -0.25095 1.83386
F -1.29507 0.15609 -2.83720
F -2.29142 1.38207 0.15959
F -3.72387 0.94213 -1.60639
F -1.87857 -1.65798 0.32676
F -0.68068 -1.95549 -2.28934
O 2.97983 -5.33939 6.89521
O 0.64745 -5.50090 3.33040
O 2.97480 -1.22441 0.31249
O 6.07642 -0.92028 1.90805
O -1.31605 3.40686 -6.07188
O 2.61331 5.52809 -0.56332
O 4.55046 -0.99171 4.31697
O 2.77832 0.60937 1.66070
O -9.34256 3.35493 -7.31031
N 4.81619 2.86340 1.97640
N -9.15054 3.07417 -5.09687
N -1.55033 -5.09178 3.22062
N 4.72144 -6.74724 6.81298
N 3.77033 7.27322 -1.35981
N 0.14154 -1.42145 2.38665
N -3.52325 3.78748 -6.12899
C 4.14978 6.55160 0.95781
C 3.35253 -6.43162 4.79748
C 5.63134 -7.69609 6.20791
C -4.28141 0.10803 0.57441
C 1.66290 -0.26782 -1.57866
C -4.91943 3.53263 -5.84345
C 3.65421 -6.12174 6.23934
C -0.77000 -7.06634 4.45414
C -3.07919 0.39861 -0.46869
C 0.77522 2.60209 1.06803
C 2.05402 2.50248 0.07313
C 2.87259 -0.08457 -0.56802
C -2.44034 3.05404 -5.74665
C -9.36042 1.09207 -6.53260
C -2.68924 1.81767 -4.92389
C 3.44797 6.39980 -0.36565
C -0.48849 -5.83671 3.63092
C -9.06595 2.33139 -3.85571
C -9.28573 2.58645 -6.36090
C 4.72404 8.36155 -1.31882
C -0.97659 -0.70152 -1.73267
C 2.97827 1.22881 0.37098
C -2.28162 -0.93713 -0.80145
C -2.95632 -5.32382 3.47285
C 0.21569 -0.00884 -0.95833
B 3.00436 -0.84304 1.75057
H 5.38380 -7.89540 5.16812
H 4.19985 -6.14767 4.16941
H 0.16958 -7.55602 4.70690
H -5.45016 3.42667 -6.79206
H 2.47838 -5.86295 4.47685
H 4.19527 9.29195 -1.53684
H -3.28528 4.60141 -6.67719
H -0.11118 3.05925 0.49787
H 3.13358 -7.49631 4.68157
H 5.61774 -0.37182 -1.05531
H -3.46630 -5.42772 2.51274
H -0.25547 -2.35831 2.19681
H 5.58596 -8.62834 6.77588
H 4.09681 -1.71970 4.80023
H -1.27622 -6.78867 5.38109
H 1.74540 2.59704 -1.02040
H 1.83025 0.32123 -2.55090
H 1.03021 3.23826 1.97309
H -9.10722 4.08237 -5.05744
H -5.06134 2.63371 -5.24789
H -8.44451 0.62608 -6.16289
H -5.31938 4.39303 -5.30231
H 0.02575 1.12175 -1.03660
H 4.37701 1.16494 -2.42167
H -3.17855 2.08522 -3.98494
H -1.38365 -7.76695 3.88347
H 5.22632 6.42296 0.82802
H -3.30721 1.11346 -5.48551
H -9.12285 1.25734 -4.01529
H -1.74113 1.33707 -4.69389
H -9.88830 2.64500 -3.20956
H -8.11807 2.57522 -3.37177
H -1.28750 -4.28317 2.67425
H -3.35934 -4.45677 4.00033
H 6.01225 -1.07442 0.94601
H -3.12437 -6.21811 4.06860
H 1.78833 -1.18477 4.24008
H 0.26848 -0.23620 0.15492
H 5.47773 8.18893 -2.09003
H 1.68074 -1.36952 -1.90174
H 1.84391 -3.11000 2.92557
H -9.46678 0.85396 -7.59000
H 3.96422 2.72040 2.53290
H 5.78734 1.17505 0.45630
H 3.79235 5.78810 1.64788
H 4.79432 3.03956 -0.50456
H 3.93503 7.53395 1.38501
H 5.21190 8.44306 -0.35050
H 3.26173 7.11203 -2.21746
H 2.66025 3.45041 0.29570
H 6.64332 -7.28964 6.26710
H 0.44501 1.55670 1.36312
H 4.86497 -6.49314 7.77960
H -10.22741 0.69642 -5.99934
```

Summary:
Largest force on an atom, eV/Å: 3.117
HOMO level, eV: -4.9501
Total charge: -1
Orbital gap, eV: 6.586



# 4
C25H54NO11 | wB97M-V/def2-TZVPD

Structure (XYZ):
```
91
Properties=species:S:1:pos:R:3
O 0.53975 -4.44957 -0.57204
O -4.17125 -0.74557 3.38196
O 3.34175 1.14643 0.29596
O 5.59975 1.63143 0.06996
O 0.43675 -0.06357 -2.60504
O 1.76775 -2.76457 0.09596
O -0.30925 2.62043 0.46396
O -2.70525 -1.17557 -0.54304
O -1.38325 3.75143 -1.31804
O 1.68375 -0.23657 3.49096
O -2.04425 -0.18057 2.54996
N 0.28675 -0.11757 0.60996
C -0.67325 -3.72057 -0.70104
C -4.81725 -0.41157 2.11296
C 2.87975 -4.91357 -0.10804
C 0.13975 -0.33757 -5.08204
C 6.85575 2.50443 -1.80104
C -4.70925 -0.43957 -1.78904
C 4.81575 1.14843 2.16496
C 4.48875 1.26743 0.68696
C -2.67525 2.89543 -3.07504
C -0.55625 3.67743 -0.16604
C 0.61575 1.90843 3.90596
C 5.51975 2.04743 -1.28104
C -3.33625 -1.02957 -1.61504
C 0.17475 5.03043 0.01996
C 2.62075 0.99743 5.39596
C -2.15725 -0.93657 4.77296
C -2.73525 -0.60057 3.46296
C 1.67575 -3.92557 -0.18804
C -6.28225 -0.62857 2.49396
C -1.81725 -4.51857 -1.30904
C 0.91875 -0.55757 -3.80204
C -2.67625 -1.34157 -2.94304
C 2.07675 -1.55857 -3.89704
C -1.79025 2.56443 -1.88604
C 1.52875 0.77343 4.23096
H -0.20025 -1.24757 -5.60504
H -6.77025 -0.59857 1.49596
H -1.08825 -0.95057 4.69396
H 0.72875 0.42843 1.17396
H 0.83775 -0.31357 -0.05004
H -1.94825 3.62943 -3.74104
H -2.53425 -0.37557 -3.41504
H -1.74325 -1.82857 -2.93304
H 0.75675 0.43143 -5.80004
H 2.23075 1.45643 6.49596
H -6.61625 -1.63657 2.79996
H -0.34225 -2.85257 -1.26504
H -2.39725 -0.28757 5.59696
H -6.43625 -0.09757 3.40196
H -3.53925 3.48143 -2.64504
H -0.70525 0.16943 -4.86004
H -2.48925 -1.79057 5.14696
H 0.22075 2.39743 4.78296
H 3.55375 -4.51857 -1.09304
H 2.58275 -5.91257 -0.26604
H 3.33375 -4.92757 0.96196
H 7.11575 3.48743 -1.54504
H 5.01875 1.30743 -1.86904
H 4.77775 2.68043 -1.39304
H 3.35275 0.17043 5.61096
H 6.97675 2.77543 -2.91704
H -3.34625 -2.00357 -3.50904
H 1.87275 -2.54057 -4.45004
H 5.49775 1.96243 2.30796
H 0.77975 2.67143 3.23596
H -0.52025 5.78943 -0.47204
H -4.47725 0.46043 1.99796
H 0.16375 5.08843 1.17496
H -0.72125 0.23443 0.53296
H -2.49325 -4.93257 -0.39404
H -2.67325 -4.10357 -1.65004
H 4.08675 1.32543 2.86796
H 5.40675 0.22143 2.27696
H -5.05225 -0.29657 -0.65204
H -1.09625 1.82843 -2.17904
H -4.51325 0.52843 -2.21604
H 2.67575 -1.02457 -4.41404
H 1.22275 4.94643 -0.24504
H 7.67975 1.78043 -1.65604
H -0.96425 -3.34257 0.31996
H 3.10175 1.83943 5.05096
H -4.41125 -1.04957 1.50196
H -2.53525 2.14243 -1.08004
H 0.25075 -0.95757 1.11896
H -1.51925 -5.52557 -2.13704
H -3.05125 2.01343 -3.74204
H -0.03825 1.25343 3.40296
H -5.55625 -0.85457 -2.34004
H 2.42675 -1.84257 -2.94104
```

Summary:
Largest force on an atom, eV/Å: 10.280
HOMO level, eV: -12.1185
Total charge: +1
Orbital gap, eV: 10.112
Energy relative to the best compared isomer or geometry (same formula, charge and spin), kJ/mol: 0.0